(1)
Computed, not measured: a structure of composition C32H24N2O5SiV in a non-equilibrium geometry, with wB97M-V/def2-TZVPD.

Geometry as ORCA input:
```
! RIJCOSX wB97M-V def2-TZVPD def2/J DEFGRID3
* xyz 0 2
V 0.09055 -0.01172 0.91234
O 2.28885 2.91437 2.80603
C 1.66712 1.80168 2.39332
O 0.88060 1.83963 1.40460
C 1.86413 0.57863 3.06645
C 2.61334 0.27381 4.22449
C 2.57848 -0.99891 4.71704
C 1.77714 -1.98880 4.07896
C 1.07617 -1.65146 2.96537
N 1.12540 -0.39332 2.45329
C 0.11095 -2.51657 2.18778
O -0.10265 -3.66760 2.48361
O -0.46854 -1.84235 1.21816
H 2.03681 3.62318 2.19810
H 3.19663 1.05182 4.69758
H 3.14630 -1.25564 5.60049
H 1.70056 -2.99811 4.45807
O 1.12692 -0.25369 -0.57417
Si 1.04623 -0.41936 -2.19118
C 2.56890 0.37196 -2.95121
C 3.38462 -0.13036 -3.96456
C 4.46890 0.59440 -4.44560
C 4.75868 1.84343 -3.92115
C 3.95583 2.36867 -2.91698
C 2.87660 1.64056 -2.44336
C -0.41649 0.59928 -2.81078
C -1.31324 1.24750 -1.96650
C -2.39025 1.97457 -2.45863
C -2.58663 2.06924 -3.82725
C -1.70300 1.43695 -4.69321
C -0.63470 0.71384 -4.18675
C 0.68973 -2.20760 -2.61599
C 1.52381 -3.09156 -3.30160
C 1.14784 -4.40953 -3.52761
C -0.07060 -4.87452 -3.05868
C -0.91018 -4.01835 -2.35971
C -0.53253 -2.70264 -2.14782
H 3.17515 -1.09261 -4.41024
H 5.08542 0.18010 -5.23350
H 5.60331 2.40832 -4.29496
H 4.17264 3.34649 -2.50498
H 2.26111 2.06076 -1.65399
H -1.17914 1.21953 -0.88497
H -3.06922 2.46933 -1.77515
H -3.42170 2.63567 -4.21939
H -1.84865 1.50956 -5.76370
H 0.04641 0.22723 -4.87815
H 2.49568 -2.77017 -3.64872
H 1.81424 -5.07533 -4.06163
H -0.36139 -5.90367 -3.22742
H -1.85479 -4.37765 -1.97222
H -1.20163 -2.05330 -1.59290
N -1.58094 0.55081 2.11337
C -2.40090 0.80879 2.87191
C -3.42939 1.13112 3.81545
C -3.12722 1.95018 4.90232
C -4.12268 2.25604 5.81318
C -5.40283 1.74608 5.64116
C -5.69681 0.92793 4.55847
C -4.71201 0.61536 3.63809
H -2.12344 2.33392 5.02394
H -3.89910 2.89010 6.66007
H -6.17692 1.98634 6.35779
H -6.69463 0.53116 4.43172
H -4.92281 -0.02353 2.79150
*
```

Computed properties:
E_HOMO (alpha / beta) in eV: -6.278 / -6.320
LUMO energy (alpha / beta) in eV: -0.57 / -0.56
E_tot in Ha: -2953.18641
⟨S²⟩: 0.778

(2)
Computed, not measured: a structure of composition C32H24N2O5SiV in a non-equilibrium geometry, with wB97M-V/def2-TZVPD.

Geometry as ORCA input:
```
! RIJCOSX wB97M-V def2-TZVPD def2/J DEFGRID3
* xyz 0 4
V -0.87242 -0.99372 1.40031
O -1.56051 0.96947 5.04957
C -1.58304 0.19627 3.97527
O -1.59200 0.63966 2.82565
C -1.63589 -1.24871 4.18302
C -1.97140 -1.95262 5.32430
C -2.20345 -3.31670 5.21195
C -2.18251 -3.92907 3.94565
C -1.83720 -3.18244 2.85715
N -1.48428 -1.87552 2.99295
C -2.00014 -3.52641 1.37995
O -2.07317 -4.67082 0.98028
O -2.09298 -2.41906 0.67807
H -1.54013 1.88640 4.74442
H -2.07824 -1.42799 6.26462
H -2.46508 -3.89509 6.09007
H -2.46331 -4.96447 3.80588
O 0.31116 0.35076 0.92459
Si 0.27099 1.47486 -0.24073
C 1.06740 3.02410 0.45822
C 2.13849 3.76220 -0.05824
C 2.63068 4.88544 0.60374
C 2.05467 5.29649 1.79599
C 0.97818 4.58662 2.32241
C 0.49243 3.46536 1.66110
C -1.52576 1.93600 -0.60532
C -2.60055 1.10791 -0.25179
C -3.91850 1.47056 -0.49785
C -4.19063 2.68033 -1.12224
C -3.14356 3.51370 -1.50405
C -1.82989 3.14382 -1.24367
C 0.93393 0.83296 -1.87274
C 2.19667 1.14404 -2.39869
C 2.60571 0.65893 -3.63691
C 1.75943 -0.16095 -4.37240
C 0.51319 -0.50687 -3.85882
C 0.10590 -0.01195 -2.62600
H 2.59737 3.47550 -0.99808
H 3.46347 5.44012 0.18467
H 2.43809 6.16827 2.31358
H 0.51797 4.91453 3.24833
H -0.34975 2.91492 2.07588
H -2.42833 0.14243 0.21252
H -4.72850 0.81025 -0.20837
H -5.21760 2.97400 -1.31018
H -3.35310 4.45448 -2.00297
H -1.02164 3.81179 -1.53528
H 2.88549 1.75531 -1.82366
H 3.58347 0.92142 -4.02860
H 2.06664 -0.53080 -5.34230
H -0.14661 -1.15655 -4.42564
H -0.86973 -0.29690 -2.24214
N 0.40905 -2.14016 0.46641
C 1.07254 -2.56248 -0.35827
C 1.87562 -3.08944 -1.43118
C 3.13811 -2.56916 -1.68399
C 3.86502 -3.05460 -2.75653
C 3.33159 -4.04768 -3.56826
C 2.06544 -4.56110 -3.31328
C 1.32859 -4.08102 -2.24509
H 3.53074 -1.77946 -1.05467
H 4.84876 -2.65366 -2.96154
H 3.90152 -4.41674 -4.41168
H 1.64948 -5.33419 -3.95005
H 0.33210 -4.45259 -2.03536
*
```

Computed properties:
E_HOMO (alpha / beta) in eV: -6.577 / -8.753
LUMO energy (alpha / beta) in eV: -0.38 / -0.61
E_tot in Ha: -2953.18860
⟨S²⟩: 3.780

(3)
Computed, not measured: a structure of composition C32H25BrN7O3STl in a non-equilibrium geometry, with wB97M-V/def2-TZVPD.

Geometry as ORCA input:
```
! RIJCOSX wB97M-V def2-TZVPD def2/J DEFGRID3
* xyz 2 1
Tl -0.51408 -0.33420 -0.57172
C -4.64698 -2.91960 0.51658
C -3.57158 -2.33040 -0.15522
N -2.49318 -1.96200 0.50448
C -2.40298 -2.18100 1.81318
C -3.49498 -2.78180 2.46638
N -4.58228 -3.11550 1.81468
C -1.14668 -1.84260 2.51368
C -1.07678 -1.78380 3.90538
C 0.14222 -1.48090 4.50878
C 1.24852 -1.24800 3.69648
C 1.09242 -1.34170 2.31168
N -0.07518 -1.63420 1.75748
C 2.24112 -1.10600 1.41008
C 3.57282 -1.30860 1.81568
N 4.57682 -1.00770 1.02598
C 4.34072 -0.52960 -0.17602
C 3.02502 -0.38980 -0.62662
N 2.01672 -0.68110 0.17018
C 0.22782 -1.38320 5.97838
C 0.82572 -0.28010 6.58368
C 0.83082 -0.20750 7.96988
N 0.30632 -1.15610 8.70698
C -0.24258 -2.21910 8.16878
C -0.31458 -2.37750 6.79048
H -5.54688 -3.23550 0.00768
H -3.58758 -2.17230 -1.22422
H -3.49088 -3.01510 3.51978
H -1.95148 -1.92070 4.51998
H 2.19902 -0.98080 4.13238
H 3.83452 -1.73490 2.77378
H 5.19392 -0.26490 -0.78492
H 2.79352 -0.04430 -1.62572
H 1.25002 0.51640 5.99658
H 1.25622 0.63680 8.49348
H -0.64588 -2.95740 8.84898
H -0.76308 -3.26540 6.37368
C 0.68262 -1.26100 -9.57612
C 0.46362 -0.70490 -8.21562
C 0.89532 0.58230 -7.89732
C 0.75132 1.08470 -6.61882
C 0.13012 0.30620 -5.65602
C -0.30068 -0.98040 -5.94512
C -0.14638 -1.47460 -7.22272
S -0.12358 0.98380 -3.98982
C -1.95178 1.03860 -4.08042
O 0.17622 -0.20370 -3.12052
H 1.34422 -0.62620 -10.15762
H -0.26538 -1.34410 -10.10902
H 1.10582 -2.26180 -9.51742
H 1.36442 1.18840 -8.65532
H 1.10312 2.07640 -6.38592
H -0.75078 -1.58860 -5.17672
H -0.48948 -2.47130 -7.45452
H -2.33668 0.05410 -4.32712
H -2.22988 1.75100 -4.84962
H -2.32618 1.37000 -3.11542
Br 2.86922 5.99220 3.02358
C 1.26412 5.47770 2.17648
C 0.23702 6.39730 1.96128
N -0.86078 6.04570 1.34518
C -1.06468 4.83380 0.89108
C -0.09988 3.85030 1.09018
C 1.07782 4.17070 1.74078
C -0.32688 2.42150 0.57428
O -0.95618 2.31050 -0.48192
O 0.16642 1.52200 1.26218
H 0.31482 7.42390 2.29028
H -1.98688 4.64650 0.36218
H 1.84322 3.42920 1.90458
*
```

Computed properties:
E_HOMO (alpha / beta) in eV: -13.615 / -13.618
LUMO energy (alpha / beta) in eV: -10.22 / -10.22
E_tot in Ha: -4987.49025

(4)
Computed, not measured: a structure of composition C32H25N5P2Se2Tc in a non-equilibrium geometry, with wB97M-V/def2-TZVPD.

Geometry as ORCA input:
```
! RIJCOSX wB97M-V def2-TZVPD def2/J DEFGRID3
* xyz 2 4
Tc -3.76602 -0.61075 -1.69456
Se 1.85718 0.24465 1.65234
P 1.90908 -0.29055 -0.35416
C 2.89128 -1.83505 -0.61216
C 3.08548 -2.31675 -1.91526
C 3.81788 -3.48725 -2.13356
C 4.35938 -4.18565 -1.05136
C 4.16828 -3.71375 0.24984
C 3.43658 -2.54295 0.47124
C 2.71798 1.15375 -1.16746
C 2.09278 2.40835 -1.11576
C 2.68338 3.51585 -1.73146
C 3.90198 3.37675 -2.40116
C 4.53118 2.12985 -2.45456
C 3.94258 1.02005 -1.83996
C 0.25278 -0.45855 -1.16076
C -1.05182 -0.58515 -0.67756
N -1.86292 -0.61075 -1.74906
N -1.10752 -0.52165 -2.82926
N 0.16948 -0.43475 -2.50356
P -1.75792 -0.77635 1.01984
Se -3.82052 -0.61075 0.73294
C -1.40972 -2.47145 1.70294
C -0.08592 -2.88385 1.90764
C 0.19788 -4.15585 2.41144
C -0.84262 -5.03395 2.71714
C -2.16652 -4.63925 2.51664
C -2.45142 -3.36645 2.01114
C -1.35902 0.60385 2.16804
C -0.86862 0.34035 3.45584
C -0.57462 1.39665 4.32374
C -0.77132 2.71765 3.91084
C -1.26522 2.98375 2.63024
C -1.56112 1.92955 1.76064
H 2.66988 -1.78535 -2.76176
H 3.96488 -3.85315 -3.14146
H 4.92588 -5.09215 -1.22086
H 4.58688 -4.25585 1.08794
H 3.30108 -2.19865 1.48624
H 1.14698 2.52615 -0.60136
H 2.19608 4.48135 -1.69026
H 4.35858 4.23425 -2.87816
H 5.47538 2.02305 -2.97276
H 4.44698 0.06615 -1.89136
H 0.72998 -2.23055 1.67314
H 1.22578 -4.46035 2.56224
H -0.62332 -6.01955 3.10684
H -2.97402 -5.32055 2.75194
H -3.48592 -3.09555 1.86834
H -0.71312 -0.67735 3.78804
H -0.19412 1.19105 5.31584
H -0.54282 3.53425 4.58324
H -1.41902 4.00665 2.31184
H -1.94312 2.14455 0.77074
N -0.23032 4.58715 -2.00576
C -1.25722 4.05425 -1.91536
C -2.52182 3.40125 -1.80406
C -3.70842 4.12765 -1.69966
C -4.91982 3.44695 -1.59306
C -4.89822 2.06095 -1.59496
N -3.76602 1.32995 -1.69456
C -2.60232 2.01645 -1.79696
H -3.69762 5.21525 -1.70056
H -5.85872 3.98415 -1.51036
H -5.81642 1.48525 -1.51406
H -1.71392 1.39375 -1.87516
H -5.43422 -0.61075 -1.69456
*
```

Computed properties:
E_HOMO (alpha / beta) in eV: -13.053 / -13.028
LUMO energy (alpha / beta) in eV: -6.32 / -10.73
E_tot in Ha: -7073.82950
⟨S²⟩: 3.789